Density functional theory data (ωB97M-V with the def2-TZVPD basis set) for a 11-piece molecular cluster, C72H84F18N12P3 overall.

Bonds (Å) are listed after each position.
Positions of all 189 atoms, in Å:
1 C 5.46 9.78 14.49  N2 1.558, H15 1.090, H16 1.094, H17 1.101
2 N 6.81 9.07 14.16  C1 1.558, C3 1.372, C7 1.268
3 C 7.96 9.75 14.48  N2 1.372, C4 1.357, H18 1.014
4 C 9.03 9.01 14.85  C3 1.357, C5 1.357, H19 1.094
5 C 9.12 7.67 14.65  C4 1.357, C6 1.441, C8 1.554
6 C 7.98 7.14 13.96  C5 1.441, C7 1.388, F189 1.302
7 C 6.85 7.90 13.67  N2 1.268, C6 1.388, H21 1.070
8 C 10.41 6.82 14.75  C5 1.554, C9 1.369, C13 1.441
9 C 10.62 5.53 14.34  C8 1.369, C10 1.392, H22 1.177
10 C 11.89 4.97 14.21  C9 1.392, N11 1.383, H23 1.084
11 N 13.01 5.78 14.20  C10 1.383, C12 1.347, C14 1.539
12 C 12.86 7.10 14.41  N11 1.347, C13 1.400, H24 1.092
13 C 11.61 7.63 14.74  C8 1.441, C12 1.400, H25 1.132
14 C 14.51 5.43 14.26  N11 1.539, H26 1.069, H27 1.091, H28 1.124
15 H 4.74 9.59 13.69  C1 1.090
16 H 5.84 10.80 14.58  C1 1.094
17 H 4.90 9.28 15.30  C1 1.101
18 H 7.76 10.74 14.55  C3 1.014
19 H 9.93 9.43 15.32  C4 1.094
20 H 25.73 24.81 44.24  no bonds
21 H 6.03 7.45 13.17  C7 1.070
22 H 9.75 4.77 14.13  C9 1.177
23 H 11.96 3.90 14.07  C10 1.084
24 H 13.90 7.45 14.46  C12 1.092
25 H 11.50 8.75 14.88  C13 1.132
26 H 14.75 4.45 13.92  C14 1.069
27 H 14.84 5.55 15.30  C14 1.091
28 H 14.99 6.19 13.58  C14 1.124
29 C 25.42 9.48 21.37  N30 1.449, H43 1.126, H44 1.110, H45 1.141
30 N 25.28 10.88 21.72  C29 1.449, C31 1.323, C35 1.365
31 C 24.61 11.22 22.81  N30 1.323, C32 1.387, H46 1.067
32 C 24.48 12.55 23.19  C31 1.387, C33 1.419, H47 1.063
33 C 24.85 13.51 22.22  C32 1.419, C34 1.403, C36 1.489
34 C 25.54 13.12 21.06  C33 1.403, C35 1.343, H48 1.076
35 C 25.73 11.81 20.84  N30 1.365, C34 1.343, H49 1.141
36 C 24.58 14.96 22.47  C33 1.489, C37 1.429, C41 1.419
37 C 24.63 15.52 23.78  C36 1.429, C38 1.399, H50 1.125
38 C 24.58 16.90 23.96  C37 1.399, N39 1.352, H51 1.060
39 N 24.43 17.67 22.85  C38 1.352, C40 1.308, C42 1.547
40 C 24.30 17.21 21.63  N39 1.308, C41 1.400, H52 1.119
41 C 24.37 15.84 21.37  C36 1.419, C40 1.400, H53 1.082
42 C 24.14 19.18 23.01  N39 1.547, H54 1.089, H55 1.058, H56 1.143
43 H 24.49 8.91 21.09  C29 1.126
44 H 25.94 8.93 22.18  C29 1.110
45 H 26.09 9.45 20.44  C29 1.141
46 H 24.21 10.44 23.42  C31 1.067
47 H 24.00 12.79 24.10  C32 1.063
48 H 25.79 13.89 20.35  C34 1.076
49 H 26.24 11.41 19.90  C35 1.141
50 H 24.82 14.85 24.66  C37 1.125
51 H 24.70 17.39 24.89  C38 1.060
52 H 24.15 18.00 20.85  C40 1.119
53 H 24.24 15.46 20.37  C41 1.082
54 H 23.88 19.22 24.07  C42 1.089
55 H 23.29 19.49 22.46  C42 1.058
56 H 25.06 19.72 22.62  C42 1.143
57 C 15.09 24.16 3.51  N58 1.493, H71 1.085, H72 1.094, H73 1.090
58 N 15.29 24.76 4.87  C57 1.493, C59 1.349, C63 1.332
59 C 16.57 25.04 5.20  N58 1.349, C60 1.385, H74 1.105
60 C 16.90 25.29 6.52  C59 1.385, C61 1.426, H75 1.090
61 C 15.92 25.46 7.54  C60 1.426, C62 1.397, C64 1.578
62 C 14.62 25.18 7.11  C61 1.397, C63 1.421, H76 1.088
63 C 14.31 24.82 5.77  N58 1.332, C62 1.421, H77 1.062
64 C 16.38 25.69 9.03  C61 1.578, C65 1.376, C69 1.386
65 C 17.69 25.70 9.45  C64 1.376, C66 1.425, H78 1.050
66 C 17.92 25.96 10.83  C65 1.425, N67 1.341, H79 1.062
67 N 16.94 26.11 11.73  C66 1.341, C68 1.309, C70 1.460
68 C 15.71 26.05 11.31  N67 1.309, C69 1.348, H80 1.063
69 C 15.40 25.84 10.01  C64 1.386, C68 1.348, H81 1.083
70 C 17.30 26.08 13.15  N67 1.460, H82 1.088, H83 1.091, H84 1.111
71 H 16.03 24.14 2.97  C57 1.085
72 H 14.35 24.61 2.84  C57 1.094
73 H 14.73 23.17 3.78  C57 1.090
74 H 17.33 24.99 4.39  C59 1.105
75 H 17.90 25.55 6.84  C60 1.090
76 H 13.86 25.00 7.87  C62 1.088
77 H 13.39 24.57 5.30  C63 1.062
78 H 18.49 25.55 8.79  C65 1.050
79 H 18.93 26.08 11.15  C66 1.062
80 H 14.98 26.21 12.06  C68 1.063
81 H 14.35 25.69 9.81  C69 1.083
82 H 16.50 26.24 13.87  C70 1.088
83 H 18.12 26.77 13.34  C70 1.091
84 H 17.56 25.02 13.39  C70 1.111
85 C 15.92 6.67 23.94  N86 1.488, H99 1.098, H100 1.072, H101 1.028
86 N 14.84 7.09 24.87  C85 1.488, C87 1.306, C91 1.339
87 C 13.71 6.44 24.96  N86 1.306, C88 1.393, H102 1.066
88 C 12.81 6.71 25.99  C87 1.393, C89 1.429, H103 1.071
89 C 13.10 7.78 26.89  C88 1.429, C90 1.374, C92 1.469
90 C 14.25 8.50 26.66  C89 1.374, C91 1.355, H104 1.069
91 C 15.08 8.16 25.64  N86 1.339, C90 1.355, H105 1.045
92 C 12.27 7.94 28.08  C89 1.469, C93 1.361, C97 1.378
93 C 10.94 8.09 27.83  C92 1.361, C94 1.390, H106 1.068
94 C 10.07 8.04 28.92  C93 1.390, N95 1.341, H107 1.091
95 N 10.53 7.94 30.17  C94 1.341, C96 1.329, C98 1.500
96 C 11.83 7.93 30.43  N95 1.329, C97 1.397, H108 1.065
97 C 12.75 7.86 29.37  C92 1.378, C96 1.397, H109 1.087
98 C 9.51 8.07 31.26  N95 1.500, H110 1.085, H111 1.125, H112 1.088
99 H 16.88 6.56 24.45  C85 1.098
100 H 16.05 7.45 23.21  C85 1.072
101 H 15.64 5.75 23.56  C85 1.028
102 H 13.62 5.61 24.31  C87 1.066
103 H 11.99 6.03 26.15  C88 1.071
104 H 14.51 9.29 27.33  C90 1.069
105 H 15.99 8.63 25.43  C91 1.045
106 H 10.52 8.08 26.85  C93 1.068
107 H 8.99 8.12 28.78  C94 1.091
108 H 12.13 7.69 31.42  C96 1.065
109 H 13.81 7.79 29.60  C97 1.087
110 H 9.21 9.11 31.43  C98 1.085
111 H 9.89 7.64 32.23  C98 1.125
112 H 8.62 7.49 31.04  C98 1.088
113 C 4.18 25.82 35.18  N114 1.489, H127 1.075, H128 1.142, H129 1.096
114 N 4.12 24.55 34.40  C113 1.489, C115 1.395, C119 1.316
115 C 4.22 23.33 35.05  N114 1.395, C116 1.346, H130 1.063
116 C 4.47 22.17 34.41  C115 1.346, C117 1.401, H131 1.128
117 C 4.54 22.11 33.01  C116 1.401, C118 1.350, C120 1.489
118 C 4.34 23.28 32.38  C117 1.350, C119 1.437, H132 1.062
119 C 4.12 24.52 33.08  N114 1.316, C118 1.437, H133 1.076
120 C 4.78 20.78 32.38  C117 1.489, C121 1.408, C125 1.422
121 C 6.04 20.17 32.51  C120 1.408, C122 1.423, H134 1.087
122 C 6.22 18.84 32.04  C121 1.423, N123 1.349, H135 1.083
123 N 5.20 18.21 31.41  C122 1.349, C124 1.352, C126 1.520
124 C 3.98 18.77 31.29  N123 1.352, C125 1.382, H136 1.056
125 C 3.71 20.02 31.82  C120 1.422, C124 1.382, H137 1.058
126 C 5.40 16.79 30.91  N123 1.520, H138 1.082, H139 1.103, H140 1.132
127 H 4.37 25.52 36.20  C113 1.075
128 H 3.17 26.34 35.25  C113 1.142
129 H 4.84 26.53 34.68  C113 1.096
130 H 4.02 23.31 36.10  C115 1.063
131 H 4.66 21.22 34.98  C116 1.128
132 H 4.29 23.35 31.32  C118 1.062
133 H 4.13 25.41 32.48  C119 1.076
134 H 6.87 20.69 32.99  C121 1.087
135 H 7.07 18.19 32.16  C122 1.083
136 H 3.26 18.18 30.80  C124 1.056
137 H 2.76 20.47 31.68  C125 1.058
138 H 6.47 16.70 30.78  C126 1.082
139 H 4.93 16.74 29.91  C126 1.103
140 H 4.93 16.11 31.67  C126 1.132
141 C 17.66 15.15 30.66  N142 1.473, H155 1.114, H156 1.108, H157 1.040
142 N 18.54 14.61 31.71  C141 1.473, C143 1.362, C147 1.336
143 C 19.44 13.68 31.29  N142 1.362, C144 1.358, H158 1.070
144 C 20.31 13.03 32.11  C143 1.358, C145 1.387, H159 1.092
145 C 20.29 13.39 33.45  C144 1.387, C146 1.401, C148 1.487
146 C 19.41 14.38 33.90  C145 1.401, C147 1.434, H160 1.070
147 C 18.43 14.93 33.01  N142 1.336, C146 1.434, H161 1.101
148 C 21.33 12.84 34.36  C145 1.487, C149 1.361, C153 1.391
149 C 21.22 11.54 34.74  C148 1.361, C150 1.394, H162 1.110
150 C 22.02 10.96 35.72  C149 1.394, N151 1.344, H163 1.048
151 N 23.03 11.69 36.24  C150 1.344, C152 1.341, C154 1.437
152 C 23.24 12.94 35.82  N151 1.341, C153 1.365, H164 1.064
153 C 22.35 13.55 34.98  C148 1.391, C152 1.365, H165 1.069
154 C 23.92 11.10 37.20  N151 1.437, H166 1.081, H167 1.077, H168 1.097
155 H 17.20 16.09 31.03  C141 1.114
156 H 16.85 14.41 30.49  C141 1.108
157 H 18.31 15.26 29.86  C141 1.040
158 H 19.38 13.44 30.25  C143 1.070
159 H 21.03 12.35 31.65  C144 1.092
160 H 19.47 14.69 34.92  C146 1.070
161 H 17.74 15.73 33.30  C147 1.101
162 H 20.50 10.88 34.21  C149 1.110
163 H 21.99 9.96 36.01  C150 1.048
164 H 24.04 13.46 36.30  C152 1.064
165 H 22.53 14.57 34.70  C153 1.069
166 H 24.03 10.04 37.03  C154 1.081
167 H 23.40 11.29 38.13  C154 1.077
168 H 24.88 11.62 37.10  C154 1.097
169 P 22.90 13.28 26.82  F170 1.733, F171 1.574, F172 1.657, F173 1.565, F174 1.627, F175 1.621
170 F 24.29 12.57 26.07  P169 1.733
171 F 23.80 13.79 28.01  P169 1.574
172 F 23.22 14.71 26.04  P169 1.657
173 F 21.60 13.79 27.53  P169 1.565
174 F 22.12 12.96 25.43  P169 1.627
175 F 22.65 11.81 27.45  P169 1.621
176 P 15.08 11.89 31.88  F177 1.611, F178 1.527, F179 1.685, F180 1.656, F181 1.642, F182 1.606
177 F 15.17 10.38 31.32  P176 1.611
178 F 15.07 11.50 33.36  P176 1.527
179 F 16.75 12.06 31.84  P176 1.685
180 F 15.11 13.49 32.27  P176 1.656
181 F 15.18 12.39 30.32  P176 1.642
182 F 13.48 11.88 31.74  P176 1.606
183 P 8.78 15.04 6.94  F184 1.948, F185 1.456, F187 1.957, F188 1.540
184 F 10.62 15.30 6.37  P183 1.948
185 F 8.76 13.61 6.66  P183 1.456
186 F 12.18 15.39 5.97  no bonds
187 F 9.19 15.00 8.85  P183 1.957
188 F 7.62 16.05 6.91  P183 1.540
189 F 7.95 5.87 13.66  C6 1.302

Summary:
- orbital gap (eV) = 0.430
- total charge = +9
- highest occupied orbital energy (eV) = -12.9422
- LUMO energy (eV) = -12.51

These are the Löwdin partial charges, in e, on atoms 1 to 99: C 0.089; N -0.092; C 0.011; C -0.014; C -0.053; C -0.177; C 0.014; C -0.101; C -0.015; C 0.019; N -0.092; C -0.043; C 0.023; C 0.038; H 0.101; H 0.095; H 0.113; H 0.100; H 0.119; H 0.170; H 0.164; H 0.169; H 0.143; H 0.125; H 0.118; H 0.091; H 0.102; H 0.116; C 0.009; N -0.093; C 0.033; C 0.090; C -0.091; C 0.031; C 0.013; C -0.089; C 0.077; C 0.043; N -0.087; C -0.024; C 0.055; C 0.074; H 0.130; H 0.125; H 0.122; H 0.158; H 0.074; H 0.129; H 0.179; H 0.138; H 0.144; H 0.169; H 0.127; H 0.098; H 0.082; H 0.144; C 0.061; N -0.082; C 0.029; C 0.052; C -0.061; C 0.059; C 0.052; C -0.076; C 0.077; C 0.058; N -0.077; C -0.005; C 0.038; C 0.041; H 0.107; H 0.125; H 0.120; H 0.167; H 0.123; H 0.124; H 0.152; H 0.113; H 0.149; H 0.155; H 0.135; H 0.113; H 0.121; H 0.130; C 0.054; N -0.099; C -0.015; C 0.067; C -0.144; C 0.033; C -0.012; C -0.180; C 0.028; C 0.009; N -0.084; C 0.026; C 0.071; C 0.038; H 0.121